Entry from the OMol25 dataset: a structure of composition C12H13NO2 (wB97M-V/def2-TZVPD).

Cartesian coordinates (Å):
C 0.206 2.761 -0.313
H 1.280 0.943 0.553
H -0.474 -2.345 -2.022
H 0.680 3.445 0.261
C -0.756 -1.604 1.397
H -0.744 2.480 1.519
C -0.423 -2.848 1.893
H -1.835 3.092 0.244
C -1.595 0.944 0.315
C -0.364 -2.420 -0.832
O -2.383 0.507 -2.548
H 0.292 -4.800 1.445
N -2.320 -0.337 -1.766
H -0.834 -0.732 2.066
C -0.615 -1.336 0.027
H -0.202 1.284 -2.080
H -0.213 -2.978 2.984
H 0.911 -0.194 -1.810
H -0.012 -4.633 -0.996
C -0.032 -3.854 0.978
O -2.627 0.645 0.861
C -0.018 -3.661 -0.353
C -0.985 2.419 0.507
H 0.063 3.020 -1.283
C -0.841 0.004 -0.589
H 1.998 1.690 -0.814
C 1.050 1.486 -0.477
C 0.212 0.572 -1.380

Properties
Kohn-Sham gap = 8.06 eV
LUMO = -0.03 eV
Relative energy (zero: lowest compared OMol25 entry of this formula, charge and spin) = 5.8516 eV
M = 203.2 g mol⁻¹
Total charge = 0

Charges obtained by Mulliken population analysis, quoted in units of e:
1. C -0.926
2. H 0.284
3. H 0.166
4. H 0.428
5. C -0.277
6. H 0.338
7. C -0.670
8. H 0.239
9. C -0.210
10. C 0.102
11. O -0.246
12. H 0.321
13. N 0.077
14. H 0.282
15. C 0.104
16. H 0.413
17. H 0.282
18. H 0.375
19. H 0.230
20. C -0.129
21. O -0.554
22. C -0.773
23. C -0.582
24. H 0.426
25. C 1.321
26. H 0.478
27. C -0.778
28. C -0.720

Entry from the OMol25 dataset: a cluster of 4 separate species, C19H48NO14P3 in total (wB97M-V/def2-TZVPD).

Cartesian coordinates (Å):
H 2.506 -2.679 -2.755
H -3.139 -4.071 0.919
C 2.356 -0.676 -3.555
C 0.079 -3.759 4.234
H 3.269 1.076 4.022
C 4.323 -0.701 4.668
H 1.347 -2.554 -4.096
H 3.122 -0.749 -4.328
H 4.427 -1.730 4.337
H -4.458 1.587 1.019
C 2.158 3.772 -3.351
H 0.760 0.472 0.473
H 3.419 3.493 -1.619
H 3.926 4.773 -2.742
C -2.979 3.115 0.707
O 1.029 2.651 1.996
H -0.485 -5.680 5.043
H -2.453 0.999 -7.170
O -4.074 -0.970 -0.443
P 1.575 1.576 -4.678
H 0.680 2.017 -0.428
N 1.836 2.064 1.277
H -2.135 -4.224 2.357
C 3.513 3.763 -2.672
H 3.270 -0.215 2.871
C 1.777 -2.035 -3.235
O 2.801 1.695 -5.460
H -1.390 1.418 5.180
C -1.810 1.618 -6.552
H 1.449 4.440 -2.863
H -4.139 -1.924 2.000
O -1.531 -0.821 -0.903
H 2.739 -0.232 -2.640
H -2.897 3.345 1.767
H -3.636 3.855 0.242
H 0.209 -4.032 3.182
O 1.909 -0.436 4.434
C -3.120 -2.300 2.126
O 1.291 0.141 -4.091
H -0.506 0.519 2.449
H -1.717 -2.041 -3.178
O 1.046 -2.744 4.539
H -2.064 -0.619 -4.210
H 5.217 -0.103 4.483
O 3.029 1.990 1.484
H 0.883 -1.848 -2.628
C -2.196 -1.062 -3.225
O -0.486 -0.932 3.976
H 0.149 1.007 -7.173
C 3.193 -0.008 3.940
H 2.244 4.122 -4.384
H -1.977 0.797 -2.105
C -0.683 1.481 4.351
C 1.320 1.329 0.111
O 1.307 -1.644 2.246
C -3.560 1.752 0.421
H 0.268 -4.562 6.192
C -1.535 -0.206 -2.199
H 1.281 -5.339 5.013
H 2.177 1.037 -0.473
P 0.972 -1.439 3.659
H -2.847 -2.025 3.151
O -2.564 0.764 0.740
C 0.284 -4.922 5.161
H -3.923 -4.261 2.461
C -0.455 1.044 -6.253
H -3.253 -1.199 -3.003
H -1.994 3.215 0.251
C -0.972 0.317 3.414
H -0.897 2.407 3.811
H -2.022 0.126 3.228
H -0.503 0.013 -2.462
O -2.225 -1.665 1.199
C -3.062 -3.801 1.975
H -1.669 2.586 -7.033
H 4.200 3.077 -3.164
H -3.862 1.714 -0.626
O 0.206 1.959 -5.350
H -0.408 0.006 -5.918
P -2.743 -0.682 0.088
H 0.351 1.491 4.668
H -2.320 1.826 -5.607
H -0.935 -3.360 4.335
O 1.589 2.450 -3.368
H 4.136 -0.655 5.741

Properties
Structure (SMILES) = CCOP(=O)(OCC)OCC.CCOP(=O)(OCC)OCC.CCOP(=O)(OCC)OCC.C[N+](=O)[O-]
Kohn-Sham gap = 10.67 eV
LUMO = 0.31 eV
Relative energy (zero: lowest compared OMol25 entry of this formula, charge and spin) = 0.0000 eV
M = 607.5 g mol⁻¹
Total charge = 0

Charges obtained by Mulliken population analysis, quoted in units of e:
1. H 0.435
2. H 0.324
3. C -0.264
4. C 0.108
5. H 0.395
6. C -1.364
7. H 0.282
8. H 0.417
9. H 0.295
10. H 0.282
11. C -0.425
12. H 0.189
13. H 0.158
14. H 0.399
15. C -1.119
16. O -0.606
17. H 0.387
18. H 0.376
19. O -0.877
20. P 0.444
21. H 0.255
22. N 1.139
23. H 0.194
24. C -0.995
25. H 0.265
26. C -0.898
27. O -0.813
28. H 0.416
29. C -1.343
30. H 0.361
31. H 0.500
32. O 0.131
33. H 0.205
34. H 0.289
35. H 0.403
36. H 0.330
37. O -0.376
38. C -0.224
39. O 0.280
40. H -0.550
41. H 0.296
42. O -0.526
43. H 0.249
44. H 0.422
45. O -0.625
46. H -0.041
47. C -1.378
48. O -0.379
49. H 0.345
50. C -0.153
51. H 0.376
52. H 0.247
53. C -1.436
54. C -0.712
55. O -0.732
56. C -0.283
57. H 0.326
58. C 0.204
59. H 0.338
60. H 0.301
61. P 1.581
62. H 0.284
63. O 0.167
64. C -1.469
65. H 0.408
66. C -0.055
67. H 0.453
68. H 0.193
69. C 0.930
70. H 0.307
71. H 0.247
72. H -0.284
73. O 0.063
74. C -1.340
75. H 0.380
76. H 0.283
77. H 0.381
78. O -0.291
79. H 0.251
80. P 0.321
81. H 0.253
82. H 0.287
83. H 0.124
84. O -0.020
85. H 0.303

Entry from the OMol25 dataset: a structure of composition C8H18N7Ru (wB97M-V/def2-TZVPD).

Cartesian coordinates (Å):
C -0.713 1.131 -2.463
H -2.778 -0.880 -0.808
H 1.661 2.472 -2.301
H 2.675 -0.165 0.231
Ru -0.106 -0.220 0.336
C 1.513 1.633 -1.617
H 0.126 3.593 -0.892
N -1.225 1.433 1.389
N 0.184 -6.782 0.445
N -1.893 -0.604 -1.223
H -1.467 2.897 -0.995
H -0.813 1.992 -3.128
C 2.378 1.785 -0.392
C 0.674 -3.268 0.056
H -2.217 1.475 1.174
N 2.128 0.640 0.522
H -1.174 1.398 2.404
H 2.444 0.855 1.463
N 0.860 -4.447 0.003
C -2.069 0.579 -2.098
N 0.586 -2.051 0.018
C 0.475 -5.679 0.263
H 2.156 2.707 0.139
H 1.800 0.726 -2.148
H -1.047 3.566 1.259
H -0.152 0.369 -3.004
H -2.669 1.310 -1.559
H -1.589 -1.401 -1.774
C -0.534 2.673 0.911
N 0.079 1.493 -1.257
H -2.612 0.340 -3.010
H 3.420 1.843 -0.696
C -0.467 2.721 -0.605
H 0.455 2.679 1.358

Properties
Kohn-Sham gap (spin up / spin down) = 9.95 / 6.34 eV
LUMO (spin up / spin down) = -6.21 / -9.72 eV
Spin multiplicity = 6
Relative energy (zero: lowest compared OMol25 entry of this formula, charge and spin) = 0.0575 eV
M = 313.4 g mol⁻¹
Total charge = +2

Charges obtained by Mulliken population analysis, quoted in units of e:
1. C -0.720
2. H 0.253
3. H 0.344
4. H 0.312
5. Ru 0.818
6. C -0.747
7. H 0.332
8. N -0.488
9. N -0.250
10. N -0.432
11. H 0.446
12. H 0.330
13. C -0.760
14. C 0.522
15. H 0.254
16. N -0.398
17. H 0.320
18. H 0.243
19. N -0.243
20. C -0.642
21. N -0.628
22. C 0.390
23. H 0.330
24. H 0.389
25. H 0.468
26. H 0.389
27. H 0.354
28. H 0.292
29. C -0.611
30. N 0.697
31. H 0.477
32. H 0.488
33. C -0.872
34. H 0.342